# 1
Density functional theory data (ωB97M-V/def2-TZVPD) for a 3-piece molecular cluster, C3H10O3S2 overall in a non-equilibrium geometry.

Values from the calculation:
Gap between HOMO and LUMO (eV): 8.864
Energy relative to the best compared isomer or geometry (same formula, charge and spin) (kcal/mol): 15.1
LUMO (eV): 0.36
Total charge: 0
E_HOMO (eV): -8.503

```
18
Properties=species:S:1:pos:R:3:forces:R:3:lowdin_charge:R:1
O -0.9737 2.3024 -1.6160 0.151 0.393 0.162 0.07
C -1.0414 1.1126 -1.6821 -0.603 -1.490 -0.442 -0.26
C -0.9903 0.1326 -0.5237 0.057 -0.323 0.421 -0.22
C -0.9910 0.8940 0.7642 -0.509 1.155 1.424 -0.57
S -0.2316 0.0874 2.2184 0.607 -0.854 -1.429 0.39
S -0.0503 1.5579 3.5899 -0.409 1.073 1.056 0.29
H -1.1917 0.5724 -2.6386 0.153 0.329 -0.172 0.13
H -1.8383 -0.5758 -0.5256 0.207 0.359 -0.475 0.13
H -0.1096 -0.5089 -0.6812 -0.058 0.275 0.010 0.09
H -0.5196 1.8746 0.6235 0.192 -0.335 0.043 0.07
H -2.0064 1.1287 1.0984 -0.034 -0.019 -0.332 0.08
H 0.1002 2.7118 2.8916 0.246 -0.561 -0.284 -0.17
O 2.4243 -1.7893 0.5705 -0.362 0.280 0.237 -0.07
H 2.0190 -1.9376 1.4378 0.087 -0.256 -0.189 0.03
H 2.3062 -0.8336 0.4954 0.182 0.041 -0.157 0.03
O 1.0766 -1.9304 -2.2027 -0.461 -0.043 -0.476 -0.07
H 0.5294 -2.6903 -2.4713 0.560 0.398 0.483 0.05
H 1.4880 -2.1085 -1.3485 -0.006 -0.422 0.122 0.00
```
Forces are in eV/Å.

=====

# 2
Density functional theory data (ωB97M-V/def2-TZVPD) for a 9-piece molecular cluster, C53H127BrN9O4 overall in a non-equilibrium geometry.

Values from the calculation:
Gap between HOMO and LUMO (eV): 4.475
LUMO (eV): -12.91
Total charge: +7
E_HOMO (eV): -17.385

```
194
Properties=species:S:1:pos:R:3:forces:R:3:lowdin_charge:R:1
C 1.2132 -0.5238 6.1118 1.731 0.351 0.653 -0.05
C 1.1208 0.8471 6.8236 -0.972 0.225 -0.873 -0.15
N 2.3964 1.4547 7.1919 1.764 0.342 0.585 -0.05
C 3.5349 0.7220 7.4888 -0.523 -0.039 -0.565 0.00
C 4.5384 1.5809 7.8240 -1.166 -1.528 0.756 0.00
N 3.9470 2.8183 7.9404 0.303 0.383 -2.079 -0.07
C 2.7246 2.7537 7.3917 -0.476 -0.669 0.943 0.00
C 4.6952 4.0526 8.2172 0.411 0.078 0.857 0.04
H 0.3361 -0.7429 5.5107 0.060 0.063 0.022 0.06
H 1.4605 -1.3671 6.7592 -0.761 0.106 0.465 0.09
H 2.1492 -0.5263 5.5431 -0.421 0.227 -0.829 0.07
H 0.4476 0.8082 7.6790 0.217 0.039 0.161 0.14
H 0.7119 1.5710 6.1145 -0.352 -0.116 0.042 0.12
H 3.4523 -0.3483 7.4061 0.555 -0.015 0.147 0.14
H 5.5313 1.2296 8.0582 0.166 0.793 0.414 0.16
H 2.1122 3.6172 7.1870 -0.168 -0.080 0.243 0.17
H 4.9842 4.5936 7.3196 -0.029 -0.197 -0.081 0.10
H 5.5655 3.7247 8.7829 0.181 0.212 -0.203 0.12
H 4.1607 4.7182 8.8927 -0.333 -0.142 -0.157 0.12
C -1.8221 -2.9307 3.6317 -0.459 -0.489 1.017 -0.09
C -2.6862 -1.7491 4.0934 -0.517 -0.312 -1.422 -0.26
C -4.0278 -2.1620 4.7298 1.028 -0.330 1.459 -0.18
C -4.8802 -0.9668 5.1614 -1.337 -0.199 -1.724 -0.11
N -6.1708 -1.3522 5.9229 1.479 1.167 1.884 -0.24
C -7.2209 -2.0081 5.1286 -1.109 -1.251 -1.245 -0.13
C -8.1245 -0.9609 4.4926 -0.437 0.843 1.005 -0.11
C -7.8978 0.3238 5.3825 0.402 -0.027 -0.705 -0.11
C -6.9042 -0.0775 6.4841 0.268 -0.818 -1.311 -0.06
C -5.7287 -2.1152 7.1957 -0.938 -0.163 -2.052 0.07
H -1.5024 -3.4767 4.5230 0.359 0.075 -0.033 0.09
H -0.9424 -2.5949 3.0853 -0.007 -0.115 -0.040 0.05
H -2.3656 -3.7008 3.0832 -0.070 0.334 -0.411 0.09
H -2.9500 -1.1795 3.1935 0.217 0.385 0.071 0.10
H -2.0363 -1.1457 4.7306 -0.480 0.275 0.250 0.09
H -3.7459 -2.7095 5.6337 0.081 0.084 0.039 0.11
H -4.5352 -2.9457 4.1668 -0.207 0.480 -0.491 0.13
H -5.2555 -0.4181 4.2901 -0.048 -0.239 -0.231 0.13
H -4.2628 -0.1996 5.6299 -0.287 -0.371 0.998 0.12
H -7.8705 -2.6379 5.7373 0.490 0.114 0.642 0.15
H -6.8588 -2.6931 4.3620 0.593 0.105 0.206 0.14
H -9.1764 -1.2261 4.5898 0.108 -0.372 0.037 0.13
H -7.9721 -0.8717 3.4188 0.342 0.545 0.117 0.11
H -8.8007 0.7340 5.8300 -0.132 -0.292 -0.053 0.13
H -7.5214 1.1137 4.7298 0.270 0.091 0.226 0.09
H -7.3816 -0.4303 7.3951 -0.130 0.222 -0.022 0.14
H -6.1169 0.6384 6.7090 -0.159 0.090 0.147 0.11
H -6.6499 -2.6001 7.5085 0.179 0.334 0.915 0.12
H -5.2772 -1.3308 7.7921 -0.011 -0.551 0.605 0.12
H -5.0674 -2.9115 6.8730 0.172 0.128 0.420 0.09
C 3.2052 -1.0877 -4.2135 0.610 -0.444 -0.723 -0.11
C 2.6635 -1.6571 -2.9309 -1.906 -0.821 0.405 -0.23
C 1.4701 -0.8075 -2.4093 0.413 0.823 0.740 -0.18
C 1.0271 -1.1938 -0.9950 -0.465 1.274 -0.628 -0.08
N 0.2493 -0.0698 -0.2296 -0.701 -0.432 0.837 -0.25
C -0.0867 -0.5986 1.1184 -0.628 -1.709 2.119 -0.18
C -0.2556 0.5200 2.1272 1.219 0.576 -1.896 -0.14
C 0.9250 1.4597 1.6260 -2.572 0.330 -0.386 -0.10
C 1.1016 1.1482 0.0925 0.532 -0.538 0.480 -0.06
C -1.0356 0.3402 -0.9236 0.382 -0.914 -0.699 0.05
H 3.7795 -1.8515 -4.7411 0.504 0.129 0.318 0.06
H 3.8170 -0.2007 -4.0500 0.087 -0.045 0.040 0.05
H 2.4758 -0.8319 -4.9866 -0.625 0.253 0.482 0.01
H 3.3640 -1.9000 -2.1265 0.459 0.823 -0.078 0.11
H 2.2844 -2.6753 -3.0853 -0.202 0.056 -0.455 0.11
H 0.6127 -0.7636 -3.0839 0.233 -0.338 -0.329 0.09
H 1.8169 0.2318 -2.3629 0.090 0.074 -0.094 0.11
H 1.8973 -1.3037 -0.3513 -0.150 -0.768 0.029 0.13
H 0.2978 -1.9990 -1.0618 0.431 -0.413 0.550 0.14
H -0.9541 -1.2578 1.1898 -0.181 0.102 -1.016 0.13
H 0.6786 -1.2495 1.5492 0.619 0.133 -0.804 0.14
H -1.2517 0.9383 1.9880 0.126 0.386 0.454 0.11
H -0.0498 0.1864 3.1402 -0.392 -0.067 -0.005 0.10
H 0.5116 2.4657 1.6975 0.659 0.257 0.207 0.11
H 1.7296 1.3086 2.3391 0.550 0.061 -0.683 0.09
H 0.7766 1.9105 -0.6108 0.143 0.351 0.381 0.14
H 2.1262 0.8735 -0.1545 0.020 0.113 -0.005 0.12
H -1.5489 1.1484 -0.4114 0.396 0.244 -0.090 0.11
H -1.7289 -0.5000 -0.9742 0.234 -0.218 0.342 0.11
H -0.7776 0.5208 -1.9667 -0.085 0.712 0.115 0.11
C 4.8904 -2.3384 -7.4768 -0.420 0.603 0.168 -0.11
C 6.0204 -1.2863 -7.5097 -0.743 -0.272 -0.653 -0.22
C 5.9349 -0.3941 -6.2746 0.817 0.009 0.069 -0.20
C 6.9554 0.7502 -6.2956 -0.150 0.665 1.706 -0.07
N 6.6694 1.8195 -5.1881 0.472 -0.933 -0.142 -0.23
C 7.7736 2.8901 -5.2491 0.648 -0.073 -0.226 -0.10
C 7.1041 4.1743 -5.6541 -0.447 -0.312 -0.979 -0.13
C 5.6145 3.9505 -5.3777 -0.597 1.149 0.773 -0.15
C 5.3472 2.4727 -5.5821 0.479 0.956 0.662 -0.09
C 6.6778 1.1680 -3.8259 -0.526 0.274 0.071 0.02
H 4.9257 -3.0705 -8.2808 0.332 -0.042 0.072 0.09
H 3.9189 -1.8421 -7.5722 0.098 0.273 -0.191 0.07
H 4.8062 -2.8348 -6.5060 0.471 -0.287 -0.051 0.06
H 5.9322 -0.7150 -8.4358 -0.085 0.110 0.040 0.12
H 6.9931 -1.7751 -7.5762 0.043 0.012 0.245 0.12
H 6.1439 -1.1063 -5.4709 0.137 0.432 0.420 0.11
H 4.9478 0.0191 -6.0656 -0.190 -0.160 -0.513 0.09
H 6.9060 1.4384 -7.1359 0.387 -0.838 -0.670 0.14
H 7.9560 0.4559 -5.9840 0.151 -0.365 -0.892 0.14
H 8.3356 3.0336 -4.3266 -0.650 -0.523 0.461 0.13
H 8.5641 2.5733 -5.9295 -0.345 -0.153 -0.319 0.14
H 7.5923 5.0222 -5.1813 -0.365 0.131 0.036 0.13
H 7.1744 4.3001 -6.7360 0.325 0.147 0.024 0.13
H 5.3121 4.2893 -4.3837 0.162 -0.098 0.117 0.11
H 5.0294 4.5498 -6.0740 -0.120 -0.077 0.055 0.13
H 4.5685 2.0135 -4.9796 -0.125 0.275 -0.036 0.12
H 5.0857 2.3728 -6.6341 0.465 -0.778 -0.021 0.15
H 7.0689 1.8332 -3.0593 0.050 0.234 -0.274 0.10
H 7.2893 0.2687 -3.8228 0.003 0.037 -0.238 0.11
H 5.6582 0.9261 -3.5325 0.025 -0.240 -0.193 0.07
C -4.9819 -4.1377 -3.4137 -0.449 0.392 -0.794 0.01
N -6.2596 -4.5608 -4.0853 0.144 -1.030 -0.746 -0.34
C -6.3723 -6.0753 -3.8875 -0.509 0.569 0.246 0.03
C -7.4576 -3.8566 -3.5128 0.557 1.200 -0.266 0.03
C -6.1580 -4.3895 -5.5904 -0.582 0.189 -0.558 -0.10
C -5.6075 -3.0918 -6.1206 1.244 1.506 0.096 -0.23
O -6.3034 -1.9369 -5.6439 -0.318 -0.988 -0.424 -0.05
H -5.0659 -4.3707 -2.3565 0.295 -0.200 -0.063 0.11
H -4.7862 -3.0776 -3.5731 -0.506 0.112 0.163 0.11
H -4.1885 -4.6367 -3.9666 0.101 -0.403 0.538 0.09
H -5.4039 -6.5177 -4.1053 0.076 -0.005 0.572 0.11
H -7.0632 -6.5606 -4.5761 -0.295 0.562 -0.087 0.12
H -6.7751 -6.1626 -2.8813 0.486 -0.628 0.105 0.11
H -8.3872 -4.0962 -4.0233 0.150 -0.588 0.078 0.13
H -7.2782 -2.8016 -3.7191 -0.069 0.023 0.109 0.10
H -7.5013 -3.9871 -2.4344 -0.060 -0.397 -0.080 0.11
H -7.1782 -4.4682 -5.9709 -0.058 -0.209 0.150 0.15
H -5.6245 -5.2551 -5.9825 0.211 0.113 0.040 0.14
H -5.5843 -3.0484 -7.2126 -0.431 -0.672 -0.079 0.15
H -4.5534 -2.8689 -5.9131 -0.115 -0.522 0.495 0.09
H -7.0607 -1.9252 -6.2430 -0.325 0.810 0.291 0.11
C -3.9819 6.2162 4.8608 0.514 0.959 -0.043 0.02
N -4.5260 5.2950 3.8394 -0.209 -1.115 -1.543 -0.35
C -5.3138 5.9876 2.7144 0.604 1.187 1.378 0.05
C -3.3721 4.5894 3.1726 -0.905 -0.683 0.276 0.01
C -5.5765 4.3507 4.3984 1.137 -0.153 1.440 -0.08
C -5.1039 3.1777 5.2697 1.204 -0.244 0.029 -0.21
O -3.9380 3.4705 6.0461 -0.293 0.694 -0.084 -0.06
H -4.7787 6.7844 5.3356 -0.009 -0.188 0.133 0.13
H -3.3009 6.9251 4.3858 -0.298 0.075 -0.351 0.12
H -3.3410 5.6806 5.5542 -0.570 -0.257 0.223 0.10
H -5.8609 5.2414 2.1517 0.157 0.156 -0.204 0.11
H -4.6210 6.6020 2.1441 -0.049 -0.215 -0.228 0.12
H -5.9680 6.6843 3.2381 -0.389 -0.156 -0.285 0.12
H -2.6188 4.3476 3.9168 0.116 0.277 -0.104 0.10
H -3.0510 5.2015 2.3361 0.382 -0.031 0.206 0.11
H -3.7723 3.6434 2.8049 0.101 0.058 -0.273 0.10
H -6.0959 3.8642 3.5780 -0.344 0.500 -0.019 0.13
H -6.1645 5.0277 5.0155 -0.569 -0.262 -0.289 0.15
H -4.7817 2.3266 4.6607 -0.637 -0.070 -0.385 0.10
H -5.9655 2.9046 5.8816 0.024 -0.084 0.050 0.12
H -3.7360 2.7517 6.6511 -0.245 0.005 0.115 0.10
C -0.2907 -4.9786 -5.3435 -1.883 0.778 0.137 0.03
N -0.8035 -4.0988 -6.4808 0.843 -0.864 2.543 -0.34
C -1.5280 -4.9018 -7.5023 0.428 0.404 -0.284 0.03
C -1.7896 -3.1065 -5.8573 0.745 -1.054 -1.217 0.00
C 0.4240 -3.3082 -6.9348 -0.067 0.582 -0.881 -0.13
C 1.6345 -4.0734 -7.4689 -0.078 -0.460 -0.084 -0.22
O 1.3193 -4.5654 -8.7528 0.056 0.083 -0.119 -0.02
H -1.1062 -5.6288 -5.0211 0.216 -0.595 -0.591 0.10
H -0.2792 -4.3063 -4.4852 1.169 0.013 -0.039 0.09
H 0.6220 -5.4785 -5.6366 -0.068 -0.069 0.335 0.10
H -1.8389 -4.1304 -8.2041 -0.166 -0.646 -0.587 0.12
H -2.3657 -5.4469 -7.0689 -0.117 0.430 0.289 0.10
H -0.8926 -5.6741 -7.9256 0.180 0.373 -0.244 0.11
H -2.5413 -3.6870 -5.3245 0.087 -0.023 0.079 0.07
H -2.2394 -2.6431 -6.7325 -0.030 0.714 0.424 0.11
H -1.2054 -2.4532 -5.2156 -0.319 0.386 -0.207 0.07
H 0.6877 -2.6033 -6.1449 -0.117 -0.184 0.211 0.06
H 0.0333 -2.6706 -7.7298 0.287 0.076 -0.117 0.12
H 2.0977 -4.8160 -6.8095 -0.674 -0.425 0.114 0.12
H 2.5094 -3.4212 -7.5325 -0.568 0.665 -0.354 0.10
H 1.1957 -5.5173 -8.7960 0.322 -0.062 0.138 0.10
C 4.5960 2.3595 1.9569 0.828 -1.616 -0.276 0.00
N 5.6193 2.2877 3.0739 -1.615 1.124 0.045 -0.33
C 4.9585 1.5207 4.2145 1.876 0.567 0.971 -0.01
C 6.9106 1.6126 2.6671 -0.141 -0.424 0.808 0.04
C 5.9168 3.7154 3.6413 0.010 -1.034 -0.525 -0.06
C 6.1716 4.8263 2.6121 0.631 -0.254 1.141 -0.22
O 7.2919 4.5060 1.8306 -0.310 -0.588 -0.463 -0.04
H 5.0134 2.8512 1.0824 -0.127 0.357 0.195 0.11
H 3.6011 2.6704 2.2648 0.407 0.824 0.347 0.09
H 4.4290 1.3132 1.6837 0.203 -0.034 -0.198 0.10
H 4.0451 1.9582 4.6144 -0.306 0.121 -0.879 0.09
H 5.6548 1.6980 5.0383 0.077 -0.426 0.084 0.10
H 4.9082 0.4434 4.0780 -0.106 0.107 -0.525 0.12
H 7.5066 2.1599 1.9412 -0.700 0.069 -0.435 0.11
H 6.6330 0.5881 2.4291 0.317 0.050 -0.471 0.11
H 7.5661 1.5793 3.5389 -0.273 -0.048 0.220 0.12
H 6.7765 3.4951 4.2727 0.111 0.549 0.034 0.14
H 5.0460 3.9108 4.2651 0.062 0.462 -0.080 0.12
H 6.4802 5.6751 3.2298 -0.701 0.255 0.099 0.15
H 5.2647 5.0479 2.0453 0.049 0.105 -0.089 0.12
H 7.5967 5.3033 1.3826 0.160 -0.001 -0.025 0.12
Br 0.1838 0.2783 -6.4637 0.081 -0.505 0.724 -0.54
```
Forces are in eV/Å.

=====

# 3
Density functional theory data (ωB97M-V/def2-TZVPD) for C23H32ClNPd as an isolated structure in a non-equilibrium geometry.

Values from the calculation:
⟨S²⟩: 6.0248
Gap between HOMO and LUMO (alpha / beta) (eV): 6.037 / 5.183
Spin multiplicity: 5
Energy relative to the best compared isomer or geometry (same formula, charge and spin) (kcal/mol): 35.3
LUMO (alpha / beta) (eV): -6.68 / -8.30
Total charge: +2
E_HOMO (alpha / beta) (eV): -12.721 / -13.487

```
58
Properties=species:S:1:pos:R:3:forces:R:3:lowdin_charge:R:1
C 0.0927 -0.1229 -5.1312 0.072 0.261 -0.490 -0.39
C 1.4480 0.3854 -5.4177 0.430 0.108 0.475 -0.05
C -0.1561 -1.5646 -5.2586 -0.056 -0.588 0.630 -0.05
C -1.0427 0.8051 -5.2723 -0.365 0.337 0.527 -0.05
Cl 0.2717 -0.0324 -2.4881 0.826 1.235 -5.766 0.40
H -0.2595 -1.7624 -6.3379 0.015 0.069 0.065 0.14
H -1.0787 -1.8933 -4.7691 0.066 0.240 -0.245 0.10
H 0.6645 -2.1832 -4.8816 -0.014 0.247 -0.223 0.10
H 1.5224 0.4490 -6.5190 -0.087 -0.026 0.171 0.14
H 2.2423 -0.2824 -5.0704 -0.244 -0.006 -0.156 0.10
H 1.6361 1.3864 -5.0144 -0.243 -0.165 -0.179 0.11
H -1.2254 0.9071 -6.3570 0.094 -0.059 0.138 0.14
H -0.8422 1.8066 -4.8739 0.149 -0.256 -0.216 0.11
H -1.9645 0.4332 -4.8157 0.189 -0.103 -0.186 0.10
C 1.4430 -1.8953 1.5184 0.188 -0.022 -0.457 -0.09
C 0.5178 -2.6198 0.7116 0.611 -0.019 0.348 -0.06
C 0.8488 -2.3818 -0.6651 1.525 1.124 -0.175 -0.17
H -0.2493 -3.3063 1.0597 0.257 0.160 -0.063 0.12
C 1.9766 -1.4443 -0.6826 -1.279 -1.554 0.099 -0.17
C 2.2914 -1.1359 0.6764 0.160 -0.955 0.479 -0.06
H 3.1017 -0.4922 0.9953 -0.154 -0.049 -0.034 0.13
H 1.5657 -2.0190 2.5903 -0.111 0.211 -0.258 0.10
H 0.4458 -2.8768 -1.5411 0.019 0.055 0.270 0.11
H 2.4993 -1.1416 -1.5802 -0.014 0.052 0.313 0.09
C -2.4265 0.2912 0.5011 0.286 0.745 -1.920 -0.11
C -2.6974 -0.9834 1.0499 -0.154 -0.247 -0.087 -0.07
C -2.5157 -1.9638 0.0469 0.028 -0.260 -1.219 -0.10
H -3.0651 -1.1749 2.0565 0.144 0.021 -0.260 0.12
C -2.1613 -1.3235 -1.1658 -0.765 -0.184 0.843 -0.14
C -2.1172 0.1212 -0.8999 -1.491 0.295 1.487 -0.24
H -2.0502 0.9075 -1.6521 -0.167 -0.290 0.383 0.09
H -2.5127 1.2618 0.9913 0.009 -0.421 -0.185 0.12
H -2.7122 -3.0281 0.1586 0.103 0.298 -0.009 0.12
H -2.0367 -1.7639 -2.1575 -0.058 0.063 0.556 0.10
Pd -0.0339 -0.3253 -0.4082 -0.311 -1.719 4.291 0.71
C 0.0406 1.1664 5.1926 0.119 0.330 0.368 0.01
N 0.2254 0.1120 4.1486 0.364 0.690 -0.755 -0.17
C -0.1492 -1.2052 4.7119 0.207 0.005 0.166 0.01
C -0.5295 0.4148 2.8389 -0.518 -0.259 0.375 -0.11
C 0.1076 1.5075 2.0350 0.026 0.783 0.124 -0.25
C 0.2702 2.7965 2.5679 0.005 -0.286 0.323 -0.05
C 1.1318 3.6982 1.9638 0.268 0.332 -0.404 -0.06
C 1.7514 3.3805 0.7518 -0.109 -0.482 -0.125 -0.04
C 1.4108 2.1719 0.1131 0.541 1.230 -0.291 -0.11
C 0.5638 1.3021 0.7386 0.155 -0.701 0.633 -0.19
H -1.0353 1.3726 5.2929 0.417 -0.063 -0.045 0.12
H 0.5953 2.0800 4.9323 -0.309 -0.556 0.083 0.10
H 0.4293 0.7679 6.1333 -0.094 0.143 -0.131 0.11
H 1.2251 0.1049 3.8792 -0.477 -0.052 0.235 0.19
H -1.2050 -1.1827 4.9577 -0.102 -0.038 0.058 0.12
H 0.0584 -1.9782 3.9853 -0.085 -0.145 -0.055 0.08
H 0.4490 -1.3561 5.6111 -0.165 -0.153 -0.079 0.12
H -0.5402 -0.5377 2.2899 0.039 0.522 0.257 0.07
H -1.5605 0.6483 3.1464 0.280 -0.090 0.063 0.14
H -0.2761 3.0816 3.4704 0.313 0.029 -0.292 0.11
H 1.3387 4.6527 2.4407 -0.142 -0.111 -0.131 0.12
H 2.4724 4.0509 0.2826 -0.255 -0.078 0.216 0.12
H 1.8055 1.9139 -0.8804 -0.135 0.351 0.459 0.09
```
Forces are in eV/Å.